--- a ---
Here is a structure of composition C6H8O2 from the Open Molecules 2025 dataset. Energies are from wB97M-V/def2-TZVPD.

Summary:
Orbital gap ... 0.3520 hartree
E_HOMO ... -0.32867 Ha

Geometry (Å):
O 0.50692 -2.29572 0.43732
O -0.00824 2.27170 -0.11213
C 0.90538 0.00543 -0.28047
C 0.22625 1.02630 0.48337
C -1.26348 -0.27283 -0.73144
C -0.88313 -0.08891 0.66349
C 0.37519 -0.89769 0.87456
C -0.11121 0.05194 -1.48304
H 1.00576 -0.78646 1.85572
H -0.64548 2.43976 -1.02253
H 2.06283 0.32548 -0.27531
H -2.48274 0.13831 -0.68535
H 0.87727 1.15482 1.43233
H -0.12428 0.31312 -2.69091
H 1.40909 -2.35296 0.17227
H -1.58590 0.01464 1.45344

=====

--- b ---
Here is a structure of composition C6H8O2 from the Open Molecules 2025 dataset. Energies are from wB97M-V/def2-TZVPD.

Summary:
Orbital gap ... 0.3931 hartree
E_HOMO ... -0.35868 Ha

Geometry (Å):
O -2.25242 -0.20832 -0.06750
O 2.25167 0.12790 -0.10604
C -1.11628 0.48832 -0.38709
C 0.23310 -1.68035 -0.22085
C 0.98385 0.74433 -0.33935
C -0.17761 1.67054 0.25150
C -0.93324 -0.68823 0.31815
C 1.08782 -0.53458 0.32776
H 1.01571 -0.48556 1.43933
H 0.30892 -1.72956 -1.36117
H -1.16844 0.52163 -1.46319
H 0.86387 0.67397 -1.47341
H -0.23043 1.70584 1.42956
H -0.75307 -0.56918 1.37466
H -0.50846 2.63994 -0.10066
H 0.39501 -2.67671 0.37828

=====

--- c ---
Here is the molecule C6H8O2 from the Open Molecules 2025 dataset. Energies are from wB97M-V/def2-TZVPD.

Summary:
Orbital gap ... 0.3736 hartree
E_HOMO ... -0.34617 Ha

Geometry (Å):
O -1.58616 -1.91477 -0.62112
O -1.02858 0.05542 1.20194
C -0.41758 1.04229 -0.93934
C -0.23184 0.00929 0.04562
C 1.17727 -0.33025 0.22503
C -0.58117 -1.25275 -0.82926
C -0.69224 2.25290 -0.53053
C 1.46331 -1.09017 1.30453
H -1.64542 -0.73743 1.16301
H 2.42638 -1.44783 1.53813
H 2.05525 0.03317 -0.33634
H 0.84339 -1.39768 2.10242
H 0.00171 -1.46933 -1.76507
H -0.06663 0.79811 -1.97123
H -0.94349 2.30186 0.61284
H -0.77420 3.14716 -1.20061

=====

--- d ---
Here is a structure of composition C6H8O2 from the Open Molecules 2025 dataset. Energies are from wB97M-V/def2-TZVPD.

Summary:
Orbital gap ... 0.3552 hartree
E_HOMO ... -0.33505 Ha

Geometry (Å):
O 1.19687 1.70593 0.11050
O -2.24013 0.45213 0.24800
C 0.01996 -0.44868 1.25818
C 0.90430 -0.50516 -0.70442
C -0.79276 0.15167 0.29961
C 0.33617 0.86031 -0.52877
C 1.16815 -0.73666 0.73278
C -0.52416 -0.79997 -0.94134
H -0.11895 -0.73346 2.32733
H 0.81295 1.44222 1.21993
H -0.99578 -0.55916 -1.84575
H 1.53066 -0.75759 -1.71897
H -0.81261 -1.71087 -0.64889
H 0.16170 1.50266 -1.32717
H 1.74771 -1.44642 1.15056
H -2.39408 1.58304 0.36841

=====

What are the relative energies? In kJ/mol: a 341.7; b 391.2; c 0.0; d 384.1.

=====

--- a ---
Here is the molecule C6H8O2 from the Open Molecules 2025 dataset. Energies are from wB97M-V/def2-TZVPD.

Summary:
Orbital gap ... 0.3271 hartree
E_HOMO ... -0.29475 Ha

Geometry (Å):
O -0.58426 1.62125 0.00652
O -0.84787 -1.53410 -0.07733
C -1.77945 -0.54468 0.01826
C 0.84556 -0.17629 1.10001
C -1.68388 0.82836 -0.04716
C 0.69634 1.03181 0.13327
C 0.49336 -1.09049 -0.08560
C 1.02118 0.04514 -1.00145
H 0.27739 -0.32066 1.95289
H -2.60863 1.36746 0.00711
H -2.77106 -0.93797 -0.07377
H 2.05889 -0.06574 -1.28366
H 0.59274 0.27450 -1.99380
H 0.95415 -2.04196 -0.10478
H 1.92256 -0.31196 1.19107
H 1.41296 1.85533 0.25841

=====

--- b ---
Here is a cluster of 2 separate species, C6H8O2 in total from the Open Molecules 2025 dataset. Energies are from wB97M-V/def2-TZVPD.

Summary:
Orbital gap ... 0.3264 hartree
E_HOMO ... -0.32234 Ha

Geometry (Å):
O 1.87440 0.92578 -1.05150
O -1.09878 -0.28242 -1.11928
C -1.30983 -1.43146 0.71402
C 1.04504 1.17767 -0.09691
C -1.83012 -1.22585 -0.43672
C -0.38514 0.48777 -0.19891
C 0.04043 -0.57949 0.84815
C 1.16293 0.54679 1.27805
H 0.70898 2.37981 -0.19706
H -2.85777 -1.51135 -0.73153
H 2.78073 0.42482 -0.24395
H -2.23970 -1.86852 1.45917
H 0.99295 -1.20349 0.47636
H -1.05220 1.23993 0.14687
H 2.11835 0.09354 1.59975
H 1.00392 1.44578 2.21059

=====

--- c ---
Here is the molecule C6H8O2 from the Open Molecules 2025 dataset. Energies are from wB97M-V/def2-TZVPD.

Summary:
Orbital gap ... 0.3570 hartree
E_HOMO ... -0.32497 Ha

Geometry (Å):
O -2.23396 0.00886 -0.18949
O 2.23720 -0.01176 -0.27782
C 1.43661 1.21917 -0.02336
C -1.31590 1.18240 -0.00545
C -1.46908 -1.17547 -0.05533
C -0.01265 -0.69586 0.15809
C 1.40757 -1.25925 0.00402
C -0.00396 0.66555 0.15067
H -1.81977 -1.71968 0.78134
H 1.69009 -1.63435 1.06475
H -1.72396 1.76165 0.92403
H -1.62159 -1.70588 -1.02810
H 1.33037 1.95163 -0.87151
H 1.83522 -1.98284 -0.65912
H -1.47799 1.71988 -0.96266
H 1.74181 1.67596 0.98996

=====

What are the relative energies? In kJ/mol: a 0.0; b 596.5; c 42.4.

=====

--- a ---
Here is the molecule C6H8O2 from the Open Molecules 2025 dataset. Energies are from wB97M-V/def2-TZVPD.

Summary:
Orbital gap ... 0.4016 hartree
E_HOMO ... -0.36571 Ha

Geometry (Å):
O -0.88102 -0.53684 0.68303
O 1.23007 -0.01640 0.11441
C -0.62353 1.11453 -1.28178
C -0.46447 -1.67745 0.06893
C 1.07643 -1.38600 -0.10344
C -0.05892 0.53322 0.37351
C -0.73766 1.08297 -2.45996
C -0.08875 1.65390 1.46029
H -0.98331 -1.82755 -0.85221
H 1.49519 -1.77479 -0.97001
H 0.72166 2.39504 1.06915
H -0.73028 -2.53766 0.60944
H -1.15569 2.06213 1.57248
H 0.13904 1.36838 2.48095
H -0.65637 1.51312 -3.42950
H 1.71761 -1.96658 0.66471

=====

--- b ---
Here is a structure of composition C6H8O2 from the Open Molecules 2025 dataset. Energies are from wB97M-V/def2-TZVPD.

Summary:
Orbital gap ... 0.3932 hartree
E_HOMO ... -0.35889 Ha

Geometry (Å):
O -0.34532 -0.80179 -1.07072
O -0.32477 -0.61107 1.09556
C -1.69706 -0.14487 -0.77298
C -1.52339 0.31398 0.74524
C 1.89439 -1.18457 0.08604
C 1.07990 2.13080 -0.18587
C 0.55016 -0.42582 0.01087
C 0.70034 1.03320 0.05245
H -2.66381 0.26024 1.49404
H 2.82241 -0.83874 -0.60629
H 0.96720 3.16318 -0.70056
H -1.05285 1.58714 0.92006
H -2.46250 -0.99913 -0.69502
H 2.19293 -0.80780 1.04374
H 1.37866 -2.25844 -0.06448
H -1.84734 0.86020 -1.20463

=====

What are the relative energies? In kJ/mol: a 0.0; b 273.2.

=====

--- a ---
Here is the molecule C6H8O2 from the Open Molecules 2025 dataset. Energies are from wB97M-V/def2-TZVPD.

Summary:
Orbital gap ... 0.3400 hartree
E_HOMO ... -0.31501 Ha

Geometry (Å):
O -2.88150 1.32191 0.65195
O 0.61777 0.74458 1.58080
C 0.07466 0.05033 -0.71320
C 1.16568 -1.52767 1.08604
C -1.30651 -0.35038 -0.27878
C 0.23667 1.48784 -1.15545
C 0.55545 -0.17555 0.80574
C -2.24326 0.50433 0.11706
H 0.78797 -2.29540 0.41137
H -0.06857 2.17763 -0.37038
H 0.50207 -0.67617 -1.40467
H 0.98593 -1.81118 2.12446
H -1.58839 -1.38552 -0.37660
H -0.37350 1.68678 -2.03832
H 1.28795 1.68403 -1.38053
H 2.24757 -1.43555 0.94052

=====

--- b ---
Here is the molecule C6H8O2 from the Open Molecules 2025 dataset. Energies are from wB97M-V/def2-TZVPD.

Summary:
Orbital gap ... 0.3758 hartree
E_HOMO ... -0.34277 Ha

Geometry (Å):
O 1.45532 -2.81782 -1.09014
O -1.20580 -0.89385 -0.38720
C -1.56746 0.31720 0.36718
C 0.89112 1.72162 0.41644
C 0.16951 -0.82506 -0.74389
C 0.75624 -2.17378 -0.41458
C -0.46822 1.23956 -0.02757
C 0.69824 0.24060 0.16979
H -1.48754 0.12315 1.47878
H 0.31913 -0.61017 -1.79684
H 1.10827 1.97310 1.47521
H -2.60194 0.57647 0.00637
H 0.49731 -2.50759 0.66392
H 1.43241 2.36509 -0.24113
H 0.63617 -0.15252 1.20710
H -0.63276 1.42401 -1.08342

=====

What are the relative energies? In kJ/mol: a 0.0; b 248.5.